i | Density functional theory data (ωB97M-V with the def2-TZVPD basis set) for 2 unconnected molecules or ions with the total composition CH3N2O.

Properties
HOMO (alpha / beta), eV: -17.85 / -17.01
Charge: +1
HOMO-LUMO gap (alpha / beta), Ha: 0.3437 / 0.3534

Each line ends with the Mulliken charge.
Geometry (Å):
H 1.604 -1.479 0.271  0.3768
N -2.150 -0.360 -0.215  -0.1546
O 0.818 -1.212 -0.336  -0.3871
C -0.039 0.838 0.047  -0.1145
H 0.368 1.394 -0.766  0.3654
H 0.556 0.673 1.061  0.3411
N -1.156 0.147 -0.062  0.5730

ii | Density functional theory data (ωB97M-V with the def2-TZVPD basis set) for 3 unconnected molecules or ions with the total composition CH3N2O.

Properties
HOMO (alpha / beta), eV: -16.53 / -16.53
Charge: +1
HOMO-LUMO gap (alpha / beta), Ha: 0.2807 / 0.2807

Each line ends with the Mulliken charge.
Geometry (Å):
H 0.401 -2.183 0.523  0.5149
N 2.468 0.130 -0.034  0.6586
O 1.119 -1.800 -0.148  -0.2459
N 3.192 0.992 -0.116  -0.1440
H -0.362 1.949 0.384  0.0536
C 1.540 -0.669 0.307  0.1964
H -0.834 1.305 0.025  -0.0336

Unit: kJ/mol. Relative energies: i 0.0; ii 64.9.